Record 1
Here is 5 unconnected molecules or ions with the total composition C11H16Br6Cl2O4 from OMol25. Energies are from the ωB97M-V functional and the def2-TZVPD basis.

Last column: natural (NBO) charge in e.
Cartesian coordinates (Å):
H: 3.395 -22.700 -8.881  0.21
Br: 6.763 -14.650 -25.925  0.08
H: 2.673 -23.738 -16.183  0.23
H: 10.585 -22.102 -10.107  0.21
H: 6.781 -15.643 -23.499  0.22
C: 2.778 -24.659 -16.757  -0.50
Br: 4.640 -25.075 -17.083  0.11
C: 2.391 -22.517 -8.497  -0.42
H: 5.493 -18.690 -15.843  0.23
C: 9.909 -21.278 -10.339  -0.44
H: 1.728 -24.102 -9.851  0.20
H: 2.964 -20.472 -8.302  0.24
H: 0.455 -23.370 -8.844  0.17
C: 1.650 -20.894 -9.908  0.79
H: 9.587 -21.201 -9.301  0.22
H: 1.207 -20.828 -7.832  0.24
Br: 4.656 -16.550 -24.298  0.06
Br: 5.362 -13.542 -23.127  0.08
Cl: 5.871 -17.281 -17.646  -0.04
H: 7.914 -21.181 -11.284  0.19
C: 1.366 -23.174 -9.409  -0.07
O: 1.726 -20.007 -10.693  -0.54
H: 10.002 -19.328 -11.169  0.25
H: 2.403 -22.853 -7.460  0.22
H: 11.732 -20.074 -10.523  0.26
C: 6.042 -15.136 -24.120  -0.44
H: 4.664 -17.059 -15.511  0.23
O: 11.472 -20.450 -13.199  -0.55
Br: 1.601 -24.464 -18.205  0.12
C: 10.718 -20.112 -10.922  -0.53
O: 1.146 -22.136 -10.326  -0.51
C: 5.514 -17.603 -15.924  -0.40
C: 2.055 -21.045 -8.482  -0.53
Cl: 6.849 -17.044 -14.957  -0.02
H: 8.628 -22.710 -11.205  0.19
C: 8.888 -21.664 -11.368  -0.09
O: 9.657 -21.552 -12.575  -0.49
C: 10.756 -20.724 -12.274  0.78
Br: 1.849 -26.077 -15.722  0.04

charge = 0
molecular weight = 762.6 g/mol
relative energy (zero: lowest compared OMol25 entry of this formula, charge and spin) = 235.8 kJ/mol
Kohn-Sham gap = 9.64 eV
strongest force on any atom = 0.0794 Eh/bohr
calculated total energy = -465153.6806 eV



Record 2
Here is 2 unconnected molecules or ions with the total composition C11H16BrN2 from OMol25. Energies are from the ωB97M-V functional and the def2-TZVPD basis.

Last column: natural (NBO) charge in e.
Cartesian coordinates (Å):
H: -2.783 -1.022 -0.814  0.26
C: -1.123 -2.704 1.091  -0.05
C: -0.171 1.454 -0.272  -0.20
H: 1.060 0.119 -1.615  0.28
H: 1.898 3.187 0.402  0.24
N: 0.749 1.656 0.766  -0.40
C: 0.943 -0.851 0.915  -0.26
H: -0.686 0.135 -1.792  0.23
H: -0.917 -4.215 2.694  0.25
H: -1.137 1.460 0.089  0.21
C: 3.313 0.991 -1.442  -0.24
H: -2.766 -2.769 -1.190  0.28
C: -0.895 -3.415 2.050  -0.06
Br: -3.967 1.460 -1.189  -0.23
C: 2.745 1.602 -0.594  -0.03
C: -1.068 -1.802 -0.022  0.32
H: 3.959 0.712 -2.283  0.27
C: 0.082 0.057 -1.064  -0.29
H: -5.019 2.367 -1.314  0.23
H: -1.853 -1.471 -2.104  0.26
H: 1.615 0.615 2.385  0.24
H: 2.684 2.145 1.405  0.24
H: -0.198 0.488 2.151  0.19
H: 0.831 -1.730 1.473  0.24
C: -2.118 -1.832 -1.119  -0.69
C: 2.127 2.232 0.504  -0.30
C: 0.868 0.532 1.612  -0.22
N: -0.073 -0.975 -0.126  -0.24
H: 1.997 -0.759 0.369  0.24
H: -0.096 2.332 -0.964  0.24

charge = +1
molecular weight = 256.2 g/mol
relative energy (zero: lowest compared OMol25 entry of this formula, charge and spin) = 216.5 kJ/mol
Kohn-Sham gap = 7.60 eV
strongest force on any atom = 0.1051 Eh/bohr
calculated total energy = -84676.8233 eV



Record 3
Here is a molecular structure, C11H16CdO5P from OMol25. Energies are from the ωB97M-V functional and the def2-TZVPD basis.

Last column: natural (NBO) charge in e.
Cartesian coordinates (Å):
C: -3.592 3.133 -0.203  0.45
C: 1.668 -1.218 2.174  -0.62
H: -1.598 -1.691 0.382  0.22
H: 0.925 -3.237 -0.549  0.22
O: -1.683 2.911 -3.504  -0.52
P: 0.269 -0.257 -0.165  0.73
H: 1.084 -2.120 2.381  0.22
C: -0.714 -1.805 -0.262  -0.72
C: -2.459 0.614 1.362  0.44
H: -0.071 0.085 2.206  0.22
H: 3.788 0.028 -1.564  0.24
C: -0.001 -3.130 0.027  -0.61
H: 1.532 -0.908 -2.086  0.25
C: -2.983 0.200 -1.904  0.43
H: 2.221 -1.618 -0.629  0.24
H: 2.078 -0.876 3.133  0.24
O: -4.568 3.704 -0.062  -0.41
C: 2.900 0.403 -1.038  -0.62
H: 3.202 0.679 -0.020  0.21
C: 1.822 -0.683 -1.047  -0.71
C: -1.189 2.764 -2.449  -0.08
O: 0.211 3.851 2.310  -0.42
O: -3.632 -0.481 -2.546  -0.42
C: 0.820 -0.091 1.588  -0.72
H: 0.220 -3.271 1.088  0.22
H: 1.406 0.843 1.619  0.24
H: -0.248 3.180 -1.811  0.04
H: 2.576 1.314 -1.561  0.22
Cd: -1.527 1.635 -0.543  1.26
H: 2.521 -1.485 1.537  0.22
H: -0.665 -3.949 -0.278  0.24
H: -1.091 -1.839 -1.297  0.24
C: -0.308 3.279 1.473  0.47
O: -2.913 0.035 2.241  -0.39

charge = +1
molecular weight = 371.6 g/mol
relative energy (zero: lowest compared OMol25 entry of this formula, charge and spin) = 0.0 kJ/mol
Kohn-Sham gap = 5.91 eV
strongest force on any atom = 0.1023 Eh/bohr
calculated total energy = -35746.7416 eV



Record 4
Here is a molecular structure, C11H16Cl18F3NaO3S from OMol25. Energies are from the ωB97M-V functional and the def2-TZVPD basis.

Last column: natural (NBO) charge in e.
Cartesian coordinates (Å):
C: -4.791 5.197 1.839  -0.38
H: 8.522 -2.409 -0.111  0.24
H: -0.326 -1.149 -6.144  0.22
Cl: 2.314 4.537 -0.838  0.01
H: -5.779 4.705 3.630  0.22
C: 3.556 4.682 6.185  -0.29
H: 4.009 3.197 -1.851  0.23
H: -3.918 4.754 2.319  0.22
Cl: 2.811 -6.556 -4.772  0.02
C: -5.888 4.477 2.570  -0.37
S: 0.109 -2.027 2.073  2.30
Cl: 5.218 4.672 -0.477  0.03
F: 2.217 -1.624 0.371  -0.33
F: 2.528 -0.823 2.378  -0.32
O: 0.006 -2.377 3.489  -1.03
Cl: 3.512 -7.549 -2.253  0.01
Cl: -2.419 0.421 -4.998  -0.07
Cl: 4.144 5.078 -3.207  -0.02
Cl: 9.263 -3.620 -2.075  -0.01
H: -5.760 3.416 2.358  0.22
Cl: 2.997 6.368 6.171  0.01
H: -0.329 1.420 -4.580  0.22
H: 3.931 4.470 5.184  0.24
Cl: 10.681 -1.556 -0.605  0.04
H: -7.591 -3.559 0.917  0.22
Cl: -4.724 6.940 2.273  -0.07
H: -0.403 -0.249 -3.858  0.23
O: -0.456 -0.726 1.733  -1.00
Cl: -7.581 4.961 2.140  -0.08
F: 2.652 -2.979 2.022  -0.34
Cl: 1.668 -0.067 -6.008  -0.03
Cl: -6.276 -2.230 2.296  -0.08
H: -4.778 5.090 0.754  0.23
C: 9.102 -2.173 -1.003  -0.27
O: -0.345 -3.081 1.185  -1.00
C: 3.932 4.253 -1.592  -0.26
Na: -3.445 -2.875 7.375  1.00
Cl: -8.017 -1.038 -0.310  -0.02
Cl: 4.817 4.447 7.340  0.03
C: -0.045 -0.111 -5.967  -0.42
C: -0.651 0.387 -4.709  -0.37
C: -6.632 -2.018 -0.378  -0.43
H: -0.378 0.454 -6.838  0.22
H: -6.593 -2.448 -1.379  0.23
C: 2.030 -1.823 1.680  0.72
C: 2.148 -7.416 -3.392  -0.28
H: 1.343 -6.827 -2.951  0.24
Cl: 1.448 -8.965 -3.878  0.02
H: -5.773 -1.380 -0.169  0.23
Cl: 8.191 -0.961 -1.936  0.01
H: -5.892 -3.804 0.558  0.23
C: -6.644 -3.042 0.760  -0.38
Cl: 2.284 3.536 6.680  0.00

charge = 0
molecular weight = 946.5 g/mol
relative energy (zero: lowest compared OMol25 entry of this formula, charge and spin) = 360.3 kJ/mol
Kohn-Sham gap = 4.23 eV
strongest force on any atom = 0.0592 Eh/bohr
calculated total energy = -266614.5775 eV



Which formula does entry 2 have? C11H16BrN2



Which formula does entry 1 have? C11H16Br6Cl2O4